Formula: FH2O3PS
Source: OMol25
Level of theory: ωB97M-V with the def2-TZVPD basis set

Computed properties:
LUMO energy (alpha / beta) (Eh): 0.0228 / -0.1521
Kohn-Sham gap (alpha / beta) (eV): 6.91 / 8.17

Geometry as ORCA input:
```
! wB97M-V def2-TZVPD RIJCOSX def2/J DEFGRID3
* xyz 0 3
O 2.024 1.222 0.483
O 0.342 -0.598 0.783
O 0.384 0.607 -1.254
F -0.236 1.703 0.895
P -1.198 -1.185 0.344
S 0.783 0.701 0.084
H -1.408 -0.273 -0.745
H -0.691 -2.177 -0.590
*
```

Partial charges, Mulliken, in e: number 1, O, carries -0.500; number 2, O, carries -0.197; number 3, O, carries -0.495; number 4, F, carries -0.242; number 5, P, carries 0.013; number 6, S, carries 1.086; number 7, H, carries 0.194; number 8, H, carries 0.140



Formula: C5H4
Source: OMol25
Level of theory: ωB97M-V with the def2-TZVPD basis set

Computed properties:
LUMO energy (alpha / beta) (Eh): -0.0023 / -0.0023
Kohn-Sham gap (alpha / beta) (eV): 7.55 / 7.55

Geometry as ORCA input:
```
! wB97M-V def2-TZVPD RIJCOSX def2/J DEFGRID3
* xyz 0 1
C -1.201 -1.722 0.741
C -0.470 -0.996 -0.005
C 0.406 -0.103 -0.616
C 0.492 1.266 -0.258
C 0.590 2.429 0.054
H -2.109 -2.305 0.714
H 0.504 -1.516 0.357
H 1.126 -0.509 -1.319
H 0.662 3.457 0.332
*
```

Partial charges, Mulliken, in e: number 1, C, carries -0.430; number 2, C, carries 0.201; number 3, C, carries -1.124; number 4, C, carries -0.229; number 5, C, carries 0.307; number 6, H, carries 0.267; number 7, H, carries 0.280; number 8, H, carries 0.341; number 9, H, carries 0.387



Formula: C2H3N2O2
Source: OMol25
Level of theory: ωB97M-V with the def2-TZVPD basis set

Computed properties:
LUMO energy (alpha / beta) (Eh): -0.2207 / -0.2208
Kohn-Sham gap (alpha / beta) (eV): 7.66 / 7.65

Geometry as ORCA input:
```
! wB97M-V def2-TZVPD RIJCOSX def2/J DEFGRID3
* xyz 1 1
C -2.438 -0.262 -0.210
C 1.075 0.063 0.308
N 0.064 -0.305 0.805
N 1.951 0.520 -0.573
O -2.314 -0.995 0.633
O -0.707 -0.761 1.700
H -2.083 0.374 -1.022
H 1.776 1.524 -0.705
H 2.676 -0.159 -0.936
*
```

Partial charges, Mulliken, in e: number 1, C, carries 0.364; number 2, C, carries 0.293; number 3, N, carries 0.315; number 4, N, carries -0.402; number 5, O, carries 0.008; number 6, O, carries -0.516; number 7, H, carries 0.357; number 8, H, carries 0.278; number 9, H, carries 0.302



Formula: C37H81ClN4O3
Source: OMol25
Level of theory: ωB97M-V with the def2-TZVPD basis set

Computed properties:
LUMO energy (Eh): -0.1305
Kohn-Sham gap (eV): 3.47

Geometry as ORCA input:
```
! wB97M-V def2-TZVPD RIJCOSX def2/J DEFGRID3
* xyz 2 1
C 0.726 -0.926 5.290
C -0.633 -0.776 5.879
C -1.671 -1.765 5.355
N -3.210 -1.476 5.687
C -4.007 -2.664 5.167
C -5.557 -2.495 5.165
C -5.815 -1.225 4.265
C -5.167 0.066 4.894
C -3.642 -0.192 4.990
C -3.534 -1.336 7.186
H 0.931 -1.939 4.942
H 1.517 -0.774 6.024
H 0.877 -0.033 4.683
H -0.997 0.248 5.789
H -0.437 -0.999 6.928
H -1.476 -2.807 5.605
H -1.525 -1.712 4.276
H -3.627 -2.809 4.156
H -3.772 -3.469 5.862
H -6.098 -3.346 4.751
H -5.967 -2.399 6.170
H -5.615 -1.310 3.196
H -6.872 -1.008 4.416
H -5.433 0.982 4.366
H -5.575 0.372 5.858
H -3.082 -0.325 4.064
H -3.139 0.624 5.508
H -3.121 -0.354 7.414
H -3.109 -2.243 7.616
H -4.617 -1.300 7.302
C 0.662 6.643 4.573
C -0.269 6.717 3.372
C -0.137 7.987 2.607
N -1.090 8.115 1.304
C -2.534 7.702 1.623
C -3.463 8.148 0.500
C -3.368 9.674 0.254
C -1.976 10.043 -0.074
C -1.045 9.651 1.081
C -0.557 7.297 0.073
H 0.427 7.514 5.185
H 1.694 6.805 4.263
H 0.609 5.769 5.223
H -1.238 6.615 3.859
H -0.133 5.908 2.654
H 0.894 8.315 2.472
H -0.390 8.765 3.326
H -2.773 8.117 2.602
H -2.485 6.613 1.643
H -4.436 7.884 0.915
H -3.344 7.572 -0.417
H -3.602 10.189 1.186
H -4.164 10.079 -0.372
H -1.847 11.108 -0.265
H -1.669 9.549 -0.997
H -1.253 10.176 2.013
H -0.075 9.988 0.715
H -1.008 6.306 0.016
H 0.530 7.352 0.118
H -0.858 7.629 -0.920
C 2.008 -7.131 -0.960
C 0.944 -7.937 -0.260
C 0.247 -8.803 -1.292
N -0.988 -9.621 -0.876
C -2.186 -8.662 -0.638
C -2.762 -8.055 -1.936
C -3.244 -9.174 -2.831
C -2.087 -10.041 -3.255
C -1.441 -10.645 -1.926
C -0.611 -10.407 0.400
H 1.616 -6.529 -1.779
H 2.804 -7.730 -1.402
H 2.412 -6.551 -0.130
H 0.215 -7.327 0.272
H 1.409 -8.658 0.413
H 0.816 -9.568 -1.820
H -0.026 -8.126 -2.102
H -1.884 -7.803 -0.039
H -2.997 -8.986 0.014
H -1.982 -7.443 -2.389
H -3.561 -7.431 -1.537
H -3.484 -8.529 -3.676
H -4.062 -9.717 -2.357
H -1.304 -9.499 -3.785
H -2.292 -10.812 -3.998
H -0.563 -11.201 -2.254
H -2.058 -11.332 -1.347
H 0.085 -11.057 -0.130
H -1.554 -10.846 0.727
H -0.394 -9.654 1.157
C 7.209 -0.131 -2.906
C 6.170 0.471 -3.821
C 6.586 1.822 -4.406
N 5.437 2.632 -5.082
C 4.603 1.816 -6.219
C 3.710 2.804 -7.018
C 4.486 4.002 -7.586
C 5.239 4.797 -6.486
C 6.122 3.897 -5.612
C 4.449 3.075 -4.011
H 6.805 -1.128 -2.730
H 7.232 0.408 -1.958
H 8.212 -0.056 -3.327
H 5.253 0.596 -3.246
H 6.268 -0.203 -4.672
H 7.453 1.825 -5.066
H 6.943 2.451 -3.590
H 5.254 1.450 -7.013
H 4.060 0.963 -5.812
H 3.236 2.298 -7.858
H 2.835 3.153 -6.470
H 5.231 3.638 -8.293
H 3.956 4.755 -8.170
H 5.770 5.579 -7.028
H 4.574 5.312 -5.792
H 6.870 3.481 -6.286
H 6.521 4.583 -4.865
H 3.809 3.867 -4.399
H 5.061 3.334 -3.147
H 3.788 2.227 -3.831
Cl -0.279 -4.979 -7.096
O 0.175 -1.448 -2.134
C -0.753 -1.038 -1.255
O -0.701 0.127 -0.852
O -1.763 -1.753 -1.108
H -0.351 -2.185 -2.455
*
```

Atomic partial charges in e from the Mulliken method, atoms 1 to 99: number 1, C, carries -1.352; number 2, C, carries -0.109; number 3, C, carries -0.800; number 4, N, carries 0.174; number 5, C, carries -0.699; number 6, C, carries -0.597; number 7, C, carries -0.733; number 8, C, carries -0.729; number 9, C, carries -0.838; number 10, C, carries -1.028; number 11, H, carries 0.368; number 12, H, carries 0.394; number 13, H, carries 0.318; number 14, H, carries 0.225; number 15, H, carries 0.273; number 16, H, carries 0.484; number 17, H, carries 0.427; number 18, H, carries 0.488; number 19, H, carries 0.443; number 20, H, carries 0.380; number 21, H, carries 0.298; number 22, H, carries 0.338; number 23, H, carries 0.362; number 24, H, carries 0.440; number 25, H, carries 0.348; number 26, H, carries 0.458; number 27, H, carries 0.497; number 28, H, carries 0.370; number 29, H, carries 0.368; number 30, H, carries 0.431; number 31, C, carries -1.440; number 32, C, carries -0.118; number 33, C, carries -0.926; number 34, N, carries 0.258; number 35, C, carries -0.776; number 36, C, carries -0.683; number 37, C, carries -0.704; number 38, C, carries -0.685; number 39, C, carries -0.690; number 40, C, carries -0.929; number 41, H, carries 0.353; number 42, H, carries 0.358; number 43, H, carries 0.357; number 44, H, carries 0.272; number 45, H, carries 0.372; number 46, H, carries 0.588; number 47, H, carries 0.376; number 48, H, carries 0.408; number 49, H, carries 0.488; number 50, H, carries 0.415; number 51, H, carries 0.328; number 52, H, carries 0.308; number 53, H, carries 0.399; number 54, H, carries 0.454; number 55, H, carries 0.244; number 56, H, carries 0.438; number 57, H, carries 0.406; number 58, H, carries 0.405; number 59, H, carries 0.354; number 60, H, carries 0.368; number 61, C, carries -1.422; number 62, C, carries -0.266; number 63, C, carries -0.878; number 64, N, carries 0.246; number 65, C, carries -0.754; number 66, C, carries -0.656; number 67, C, carries -0.579; number 68, C, carries -0.625; number 69, C, carries -0.719; number 70, C, carries -1.121; number 71, H, carries 0.423; number 72, H, carries 0.339; number 73, H, carries 0.385; number 74, H, carries 0.298; number 75, H, carries 0.320; number 76, H, carries 0.551; number 77, H, carries 0.385; number 78, H, carries 0.306; number 79, H, carries 0.494; number 80, H, carries 0.341; number 81, H, carries 0.377; number 82, H, carries 0.362; number 83, H, carries 0.312; number 84, H, carries 0.358; number 85, H, carries 0.407; number 86, H, carries 0.438; number 87, H, carries 0.435; number 88, H, carries 0.419; number 89, H, carries 0.395; number 90, H, carries 0.426; number 91, C, carries -1.540; number 92, C, carries -0.034; number 93, C, carries -0.905; number 94, N, carries 0.296; number 95, C, carries -0.637; number 96, C, carries -0.717; number 97, C, carries -0.680; number 98, C, carries -0.791; number 99, C, carries -0.573



Formula: AlBH20O8
Source: OMol25
Level of theory: ωB97M-V with the def2-TZVPD basis set

Computed properties:
LUMO energy (Eh): -0.4649
Kohn-Sham gap (eV): 3.29

Geometry as ORCA input:
```
! wB97M-V def2-TZVPD RIJCOSX def2/J DEFGRID3
* xyz 2 1
Al 1.434 1.454 1.018
B -0.026 0.037 0.021
H -0.456 0.298 0.976
H -0.792 -0.418 -0.587
H 0.291 0.966 -0.428
H 0.764 -0.662 0.249
O 1.356 -0.331 2.074
H 1.214 -0.397 3.018
H 1.491 -1.234 1.788
O -0.285 -1.869 -1.189
H -0.569 -2.544 -0.572
H -0.473 -1.043 -0.743
O -2.586 0.410 -1.006
H -3.219 -0.056 -1.554
H -1.781 0.417 -1.524
O 2.294 -0.216 0.206
H 1.672 -0.903 -0.034
H 3.152 -0.582 -0.009
O -2.156 -0.311 0.737
H -1.200 -0.322 0.786
H -2.349 0.149 -0.079
O -0.799 0.196 -2.111
H -0.260 -0.369 -2.663
H -0.536 -0.020 -1.216
O -0.294 1.138 2.031
H -0.421 0.516 2.748
H -1.047 1.726 2.088
O 1.754 1.442 -0.985
H 1.535 0.617 -1.419
H 2.294 1.911 -1.621
*
```

Partial charges, Mulliken, in e: number 1, Al, carries 0.624; number 2, B, carries -1.735; number 3, H, carries 0.335; number 4, H, carries -2.624; number 5, H, carries 0.460; number 6, H, carries -0.357; number 7, O, carries -0.349; number 8, H, carries 0.375; number 9, H, carries 0.391; number 10, O, carries -0.707; number 11, H, carries 0.420; number 12, H, carries 3.523; number 13, O, carries -0.578; number 14, H, carries 0.371; number 15, H, carries 0.249; number 16, O, carries -0.481; number 17, H, carries 0.734; number 18, H, carries 0.378; number 19, O, carries -0.920; number 20, H, carries 0.235; number 21, H, carries 0.678; number 22, O, carries -0.778; number 23, H, carries 0.410; number 24, H, carries 0.526; number 25, O, carries -0.472; number 26, H, carries 0.331; number 27, H, carries 0.370; number 28, O, carries -0.263; number 29, H, carries 0.458; number 30, H, carries 0.395



Calculated energy relative to the best compared isomer or geometry (same formula, charge and spin) in order - 15.2, 374.5, 622.7, 845.2, 1763.9 kJ/mol
Calculated M in order - 132.05, 64.09, 87.06, 665.53, 185.95 g/mol